(1)
Computed, not measured: a structure of composition C27H35F5IrN3O5PTe in a non-equilibrium geometry, with ωB97M-V/def2-TZVPD.

Properties
- Relative energy (zero: lowest compared OMol25 entry of this formula, charge and spin): 328.76 kJ/mol
- Spin multiplicity: 2
- HOMO (alpha / beta): -0.1892 / -0.1773 Eh
- E_tot: -2803.309681 hartree
- Frontier orbital gap (alpha / beta): 4.1 / 3.8 eV

Cartesian coordinates (Å):
Ir (-0.0430, -0.7139, -0.6651)
C (-2.7048, -0.2307, -2.1109)
N (-2.0526, -1.4655, -1.6143)
C (-1.7136, -2.2638, -2.8013)
C (-1.2606, -3.6934, -2.5759)
C (0.1066, -3.9323, -1.9135)
N (0.7885, -2.8134, -1.2634)
C (2.0746, -2.8805, -1.3194)
C (3.0689, -2.0946, -0.6659)
C (4.4078, -2.3430, -1.0235)
C (5.4482, -1.6212, -0.5008)
C (5.1681, -0.6040, 0.4199)
C (3.8756, -0.3425, 0.7960)
C (2.7821, -1.0698, 0.2700)
O (1.5838, -0.7808, 0.6731)
C (-3.0414, -2.0962, -0.7138)
C (-2.6298, -3.1980, 0.2767)
C (-1.3179, -2.9613, 1.0224)
N (-1.1364, -1.5568, 1.3299)
C (-0.9314, -1.2936, 2.5648)
C (-0.7339, -0.0252, 3.2418)
C (-0.6806, -0.0342, 4.6402)
C (-0.4569, 1.1172, 5.3662)
C (-0.2675, 2.3201, 4.7007)
C (-0.3271, 2.3618, 3.3169)
C (-0.5614, 1.2024, 2.5996)
O (-0.6666, 1.1685, 1.2386)
H (-3.6659, -0.4725, -2.5840)
H (-2.0705, 0.2760, -2.8298)
H (-2.8847, 0.4521, -1.2845)
H (-0.9334, -1.7194, -3.3351)
H (-2.5953, -2.3158, -3.4555)
H (-1.2167, -4.1321, -3.5738)
H (-2.0321, -4.2436, -2.0420)
H (0.7687, -4.3633, -2.6700)
H (-0.0209, -4.7028, -1.1444)
H (2.5025, -3.6481, -1.9717)
H (4.6095, -3.1229, -1.7489)
H (6.4648, -1.8139, -0.8129)
H (5.9824, -0.0205, 0.8308)
H (3.6390, 0.4579, 1.4853)
H (-3.8711, -2.4856, -1.3187)
H (-3.4246, -1.2825, -0.0986)
H (-2.5794, -4.1801, -0.1914)
H (-3.4425, -3.2405, 1.0070)
H (-0.4794, -3.2666, 0.4048)
H (-1.3142, -3.5835, 1.9269)
H (-0.8863, -2.1360, 3.2644)
H (-0.8139, -0.9773, 5.1557)
H (-0.4245, 1.0747, 6.4458)
H (-0.0648, 3.2257, 5.2546)
H (-0.1897, 3.2979, 2.7979)
C (-3.4289, 3.7352, 1.8385)
C (-2.7932, 3.2673, 0.5443)
O (-1.3724, 3.5105, 0.6001)
P (-0.4064, 2.3221, 0.1822)
O (-0.6711, 1.6961, -1.1393)
Te (-1.2103, 4.3341, -2.5278)
O (1.0106, 2.8611, 0.5335)
C (1.6634, 3.9697, -0.1351)
C (3.0582, 4.0787, 0.4461)
H (-4.5080, 3.5881, 1.8026)
H (-3.2179, 4.7925, 1.9947)
H (-3.0275, 3.1742, 2.6839)
H (-3.1783, 3.8089, -0.3207)
H (-2.9765, 2.2006, 0.3843)
H (1.0866, 4.8777, 0.0409)
H (1.6965, 3.7727, -1.2032)
H (3.0148, 4.4075, 1.4845)
H (3.6391, 4.7961, -0.1309)
H (3.5491, 3.1067, 0.3985)
F (2.3266, 0.5135, -1.7987)
C (1.2058, -0.0200, -2.3841)
F (1.6808, -1.0909, -3.1103)
C (0.8417, 1.0177, -3.4725)
F (-0.4722, 1.0368, -3.7550)
F (1.4566, 0.7621, -4.6391)
F (1.1970, 2.2483, -3.1179)

Cartesian forces, eV/Å:
Ir 0.7 -2.3 -2.0
C -0.3 0.3 -0.2
N 1.0 1.2 0.0
C 0.2 -0.2 -0.3
C 0.1 0.2 0.1
C -0.4 -0.3 0.1
N -0.1 1.7 0.4
C -0.1 -0.2 0.1
C 0.1 0.4 0.2
C 0.0 -0.1 -0.1
C 0.1 0.0 -0.1
C 0.0 -0.2 0.0
C -0.3 0.0 0.2
C 0.8 -0.1 -0.2
O -1.3 1.0 -0.6
C 0.1 -0.2 0.6
C 0.2 0.1 -0.1
C -0.3 -0.4 -0.1
N 0.9 0.3 -0.1
C -0.1 -0.2 -0.2
C 0.2 0.4 0.1
C 0.0 -0.2 -0.1
C 0.0 0.0 0.1
C 0.0 -0.2 -0.1
C 0.1 0.3 0.0
C -0.1 -0.1 0.0
O 0.0 -0.2 0.6
H 0.0 -0.1 0.0
H -0.1 -0.1 0.1
H 0.1 0.0 0.0
H -0.1 0.0 -0.1
H 0.0 0.1 0.1
H 0.0 0.0 0.0
H 0.0 0.0 -0.1
H 0.1 0.1 0.1
H 0.0 0.0 -0.1
H -0.1 -0.1 0.2
H 0.0 0.0 0.0
H 0.0 0.0 0.0
H 0.0 0.1 0.0
H 0.0 0.0 0.0
H 0.0 0.2 -0.1
H -0.1 0.0 -0.1
H -0.1 0.0 0.0
H 0.0 0.0 -0.1
H 0.0 0.0 0.2
H 0.0 0.1 0.0
H -0.3 0.0 0.0
H 0.0 0.0 0.0
H 0.0 0.0 0.0
H 0.0 0.0 0.0
H 0.0 0.0 0.0
C 0.3 -0.1 0.0
C -0.5 0.1 0.0
O 0.5 -1.0 0.6
P -0.5 2.4 -0.5
O 0.4 -1.9 0.9
Te -0.2 0.5 -0.5
O -0.3 -0.6 0.1
C 0.6 0.4 -0.1
C -0.3 -0.2 0.1
H 0.0 0.0 0.0
H 0.0 0.0 0.0
H -0.1 0.0 0.1
H 0.2 -0.1 -0.1
H 0.0 0.0 0.0
H -0.1 -0.1 -0.1
H -0.2 0.0 0.0
H 0.1 0.0 0.0
H 0.0 0.0 0.0
H 0.1 0.0 0.0
F -0.1 0.1 -0.1
C -0.1 -0.9 1.6
F -0.3 -0.1 -0.1
C -0.8 1.0 -0.5
F 0.2 -0.3 0.0
F 0.2 -0.2 0.2
F 0.1 -0.3 0.1

(2)
Computed, not measured: a structure of composition C27H35F5N4OP2RuTe in a non-equilibrium geometry, with ωB97M-V/def2-TZVPD.

Properties
- Spin multiplicity: 5
- HOMO (alpha / beta): -0.4607 / -0.4606 Eh
- Charge: +2
- E_tot: -2887.910387 hartree
- Frontier orbital gap (alpha / beta): 3.3 / 2.2 eV

Cartesian coordinates (Å):
Ru (-0.3338, -1.7571, -5.2646)
C (-0.8716, 2.5722, -1.5630)
C (-1.5659, 1.5046, -1.8263)
C (-1.2218, 0.7833, -3.1613)
C (-0.2326, 1.4791, -4.1285)
C (1.0312, 2.1030, -3.5402)
C (1.0899, 3.4097, -3.3441)
C (-0.1678, 4.3415, -3.1569)
C (-1.3622, 3.7799, -2.3055)
C (0.1713, -3.7316, -4.3429)
H (0.1098, 2.6412, -0.9728)
H (-2.3451, 1.0005, -1.2119)
H (-2.1148, 0.5865, -3.7199)
H (-0.7222, -0.2051, -2.9635)
H (0.2063, 0.6632, -4.7048)
H (-0.7521, 2.1327, -4.8425)
H (1.8123, 1.3765, -3.2451)
H (1.9871, 4.0480, -3.5599)
H (-0.6020, 4.6231, -4.1335)
H (0.0732, 5.2744, -2.6542)
H (-1.8850, 4.5686, -1.7646)
H (-2.1425, 3.4427, -3.0246)
H (-0.0856, -3.0804, -3.4725)
H (1.2209, -4.0164, -4.2657)
H (-0.3486, -4.7059, -4.3475)
P (1.6991, -1.2892, -6.0012)
P (-2.0538, -0.5660, -5.9885)
N (3.0162, -0.0481, -6.1192)
N (2.3815, -2.5686, -6.9510)
N (-2.0905, 1.1773, -6.8358)
N (-3.5904, -0.9690, -6.9796)
C (0.4186, -0.4407, -7.2037)
C (-0.8273, -1.2854, -7.2906)
C (4.2594, -0.0677, -5.4561)
C (5.1571, 0.7316, -6.1573)
C (4.4609, 1.2350, -7.3072)
C (3.1709, 0.7721, -7.2348)
C (2.5076, -3.9295, -6.6164)
C (2.9376, -4.5954, -7.7474)
C (3.0441, -3.6415, -8.8149)
C (2.6870, -2.4043, -8.3160)
C (-2.4635, 2.3801, -6.2200)
C (-2.2101, 3.4626, -7.0910)
C (-1.7854, 2.8995, -8.3314)
C (-1.7567, 1.5096, -8.1541)
C (-4.3962, -0.2561, -7.8820)
C (-5.3689, -1.1056, -8.4299)
C (-5.1501, -2.3971, -7.8536)
C (-4.0593, -2.2844, -6.9872)
H (0.8349, -0.2414, -8.2229)
H (0.2560, 0.5503, -6.7394)
H (-1.3895, -1.2702, -8.2026)
H (-0.7320, -2.3922, -6.8901)
H (4.3894, -0.6425, -4.5397)
H (6.1936, 0.9495, -5.9190)
H (4.8531, 1.8514, -8.1186)
H (2.3379, 0.9488, -7.9115)
H (2.2516, -4.2989, -5.6422)
H (3.1561, -5.6387, -7.8352)
H (3.3215, -3.8010, -9.8260)
H (2.5433, -1.4414, -8.7721)
H (-2.9095, 2.4170, -5.2240)
H (-2.2807, 4.5272, -6.8409)
H (-1.5176, 3.4245, -9.2504)
H (-1.5374, 0.7512, -8.8975)
H (-4.2539, 0.7973, -8.0821)
H (-6.1298, -0.8139, -9.1392)
H (-5.7202, -3.2962, -8.0440)
H (-3.5816, -3.0231, -6.3592)
F (0.6017, -0.5844, 2.3959)
Te (0.8418, -0.4014, 0.5462)
F (0.0859, 1.3853, 0.9643)
F (-1.0174, -1.1193, 0.2559)
F (2.6510, 0.3532, 0.8169)
F (1.6326, -2.1654, 0.7935)
O (1.3996, -1.2216, -4.4418)

Cartesian forces, eV/Å:
Ru 0.6 -2.9 4.3
C 3.2 4.8 1.9
C -2.3 -5.7 -1.4
C 0.5 0.6 -0.1
C 0.1 0.1 1.0
C -0.8 -1.2 0.4
C -0.4 3.1 -0.7
C -0.2 -0.1 -0.6
C 0.9 -1.0 -2.8
C -0.5 0.0 1.0
H -2.0 -0.1 0.4
H 1.3 -0.1 0.3
H -0.8 -0.3 0.0
H -0.8 0.7 0.9
H -0.2 0.1 -0.2
H 0.5 0.1 0.6
H 0.1 0.8 -0.9
H -0.3 -1.1 1.4
H 0.4 0.0 0.2
H 0.8 0.0 -0.2
H 0.4 -0.3 0.8
H 0.2 0.0 0.5
H -0.1 -0.5 0.0
H -0.1 0.9 -0.3
H -0.6 0.9 -0.6
P 5.5 2.9 -2.4
P -3.6 4.0 -5.2
N -1.3 -1.0 0.2
N -1.1 0.3 1.5
N -0.5 -0.8 1.1
N -0.2 -1.3 0.3
C 1.3 0.4 -0.1
C -1.7 0.8 0.9
C 0.6 0.2 -0.2
C -1.1 -0.7 0.1
C -0.6 -0.2 0.2
C 0.1 0.1 -0.8
C 0.4 -0.3 -1.4
C -0.3 1.1 0.5
C -0.6 1.2 1.4
C 0.0 -1.0 0.2
C 0.3 1.2 -0.4
C -0.3 -1.4 0.9
C 0.0 -1.5 0.6
C 0.4 0.7 -0.4
C 1.0 -0.1 1.0
C 0.2 -2.5 1.0
C -1.1 1.7 -1.5
C 0.6 1.6 0.3
H 0.0 -0.5 0.9
H 0.0 -0.4 -0.4
H 0.2 -0.7 -0.6
H 0.1 -0.3 -1.6
H 0.0 0.2 -0.3
H -0.3 -0.2 0.2
H -0.1 -0.1 0.5
H 0.5 0.1 0.2
H 0.4 0.0 -0.2
H 0.0 -0.3 0.1
H 0.2 -0.3 -0.6
H 0.4 0.0 -0.1
H 0.4 -0.2 -0.3
H -0.3 -0.6 -0.2
H -0.2 -0.3 0.4
H 0.1 0.2 0.2
H 0.1 0.0 0.2
H 0.1 0.0 0.1
H 0.1 0.1 0.0
H -0.1 -0.1 0.0
F 0.0 0.2 -0.8
Te 1.2 -0.4 0.5
F -0.2 0.3 -0.4
F -0.1 0.1 0.1
F -0.8 -0.2 0.1
F -0.3 0.3 -0.4
O 1.0 -1.0 -1.2

(3)
Computed, not measured: a structure of composition C27H35N2OOs in a non-equilibrium geometry, with ωB97M-V/def2-TZVPD.

Properties
- Relative energy (zero: lowest compared OMol25 entry of this formula, charge and spin): 212.14 kJ/mol
- Spin multiplicity: 5
- HOMO (alpha / beta): -0.2938 / -0.4168 Eh
- Charge: +1
- E_tot: -1324.726245 hartree
- Frontier orbital gap (alpha / beta): 4.1 / 6.0 eV

Cartesian coordinates (Å):
C (1.0338, 1.5333, 2.2170)
C (1.0563, 2.2323, 0.9611)
C (2.4013, 2.2287, 0.4843)
C (3.1987, 1.4683, 1.3886)
C (2.3508, 1.0401, 2.4609)
Os (1.6515, 0.2188, 0.6712)
C (0.4670, -2.3613, -1.0755)
C (-0.3035, -2.0096, 0.1604)
H (-1.2926, -2.4946, 0.2291)
C (0.3184, -1.2829, 1.2140)
H (1.2658, -1.8051, 1.4915)
H (-0.2654, -0.9216, 2.0660)
C (-0.1696, -3.5549, -1.7371)
H (-1.2248, -3.2755, -1.9424)
H (0.3889, -3.7523, -2.6653)
H (-0.1167, -4.4232, -1.0470)
C (1.9455, -2.6416, -0.7998)
H (2.4401, -1.7605, -0.3032)
H (2.1189, -3.5315, -0.1603)
H (2.4191, -2.8037, -1.8060)
C (-0.0707, 3.0032, 0.3446)
H (-1.0195, 2.4995, 0.5645)
H (-0.1141, 4.0362, 0.7291)
H (0.0573, 3.0439, -0.7460)
C (2.9274, 3.0988, -0.6089)
H (2.2889, 3.0342, -1.4914)
H (2.9628, 4.1538, -0.3033)
H (3.9443, 2.7847, -0.8510)
C (4.6762, 1.2406, 1.2912)
H (4.9855, 1.2623, 0.2406)
H (5.2461, 2.0069, 1.8293)
H (4.9157, 0.2718, 1.7284)
C (2.8053, 0.2670, 3.6582)
H (3.4781, -0.5278, 3.3244)
H (3.3498, 0.8950, 4.3791)
H (1.9324, -0.1596, 4.1630)
C (-0.1087, 1.4652, 3.1745)
H (-0.3130, 0.4216, 3.4150)
H (0.1267, 1.9828, 4.1092)
H (-0.9984, 1.9217, 2.7317)
C (1.1340, -0.0703, -1.3933)
C (0.4783, -1.1731, -1.9460)
C (2.0161, 0.5635, -2.3111)
C (0.2539, -1.3108, -3.3625)
H (0.0647, 0.0604, -1.4421)
C (1.9845, 0.3393, -3.6775)
H (2.7877, 1.1705, -1.8522)
C (1.0283, -0.5663, -4.2047)
H (-0.4573, -2.0537, -3.7801)
H (2.6991, 0.8393, -4.3108)
H (1.0302, -0.6826, -5.3023)
N (-7.3759, -0.8417, -0.5795)
C (-6.6125, -0.5387, 0.4985)
O (-7.0728, -0.4226, 1.6222)
C (-5.1421, -0.4001, 0.2264)
C (-4.5136, -0.8028, -0.9456)
C (-3.1354, -0.6224, -1.0986)
N (-2.3644, -0.1013, -0.1359)
C (-2.9520, 0.2741, 1.0090)
C (-4.3292, 0.1414, 1.2366)
H (-8.4134, -0.8598, -0.4163)
H (-7.0928, -0.7194, -1.5095)
H (-5.0649, -1.2761, -1.7557)
H (-2.6494, -0.9141, -2.0338)
H (-2.3313, 0.7106, 1.7904)
H (-4.7252, 0.4516, 2.1847)

Cartesian forces, eV/Å:
C 0.1 1.3 1.2
C -0.6 1.1 0.4
C 0.8 1.5 0.7
C 1.3 1.1 0.7
C 0.7 1.7 1.9
Os -1.7 -5.4 -4.8
C -0.7 -0.8 1.4
C -0.4 -1.2 0.3
H 0.5 0.7 0.3
C -0.7 0.9 0.0
H 0.4 0.0 0.5
H -0.1 -0.9 -0.2
C -0.2 -0.4 0.1
H 0.5 -0.6 -0.1
H -0.5 -0.3 0.3
H -0.2 0.4 -0.6
C 0.7 -0.5 -0.4
H 0.0 -0.7 -0.5
H -0.2 0.5 -0.3
H -0.1 0.2 1.1
C -0.1 -0.3 -0.1
H 0.1 0.2 -0.2
H 0.1 -0.4 -0.1
H -0.1 0.0 0.3
C -0.1 -0.1 -0.3
H 0.2 0.1 0.0
H -0.1 -0.3 0.2
H -0.1 0.2 -0.3
C -0.1 0.0 -0.1
H 0.1 -0.1 0.3
H -0.2 -0.1 0.0
H 0.2 0.0 -0.1
C -0.2 -0.1 -0.1
H -0.1 -0.1 0.3
H -0.2 -0.1 -0.3
H 0.3 -0.1 0.0
C -0.1 -0.2 -0.2
H -0.3 0.1 0.2
H 0.0 0.0 -0.2
H 0.2 -0.1 0.2
C 1.2 1.9 1.9
C -0.5 -4.7 -4.0
C 1.4 1.2 -2.3
C -0.1 -0.5 1.7
H -2.1 3.3 0.6
C 0.0 0.1 2.0
H 0.1 -0.1 -0.6
C 0.4 1.0 -2.0
H 0.8 0.4 0.6
H 0.1 0.0 -0.1
H -0.4 0.0 0.7
N -2.5 -0.2 1.3
C -0.4 -0.1 0.4
O 0.4 0.0 -0.6
C 0.9 0.3 0.7
C 0.2 0.0 -0.3
C -0.3 0.1 0.5
N -0.1 0.3 -0.1
C -1.0 -0.3 -0.5
C 0.6 -0.1 -0.7
H 1.7 0.0 -0.2
H 0.5 0.2 -1.1
H 0.1 0.1 0.2
H 0.0 0.1 0.3
H 0.0 -0.2 -0.3
H -0.4 0.0 0.1